(1)
{"formula": "C2H3BrO3S", "method": "the ωB97M-V functional and the def2-TZVPD basis", "species": ["C", "C", "O", "O", "O", "S", "Br", "H", "H", "H"], "xyz": [[-0.527, 0.746, -0.333], [-1.618, 0.214, 0.321], [2.072, -1.743, -1.275], [1.891, -0.160, 0.416], [0.157, 0.025, -1.338], [1.045, -1.170, -0.552], [-2.376, 1.045, 1.781], [-0.507, 1.910, -0.481], [1.569, 0.032, 1.327], [-1.706, -0.899, 0.132]], "lowdin_charge": [-0.34, -0.65, -0.34, -0.27, -0.33, 0.87, 0.72, 0.15, 0.09, 0.08], "max_force_ev_per_a": 5.2, "e_homo_ev": -9.74, "e_above_lowest_kcal_mol": 33.7, "e_tot_ev": -89140.0443, "total_charge": 0}



(2)
{"formula": "C29H24BrCdF6N6O7S2", "method": "the ωB97M-V functional and the def2-TZVPD basis", "species": ["Cd", "F", "C", "F", "F", "S", "O", "O", "N", "S", "O", "O", "C", "F", "F", "F", "C", "O", "C", "C", "C", "Br", "C", "C", "C", "O", "C", "N", "C", "C", "C", "C", "C", "C", "N", "H", "H", "H", "H", "H", "H", "H", "H", "H", "H", "H", "C", "C", "C", "C", "C", "N", "C", "O", "N", "C", "C", "C", "C", "N", "C", "C", "C", "H", "H", "H", "H", "H", "H", "H", "H", "H", "H", "H", "H", "H"], "xyz": [[-1.296, 1.191, 1.712], [-1.999, 4.499, 4.848], [-1.424, 4.169, 3.710], [-0.555, 5.086, 3.356], [-0.805, 2.983, 3.886], [-2.800, 4.003, 2.435], [-2.932, 2.542, 2.246], [-3.886, 4.685, 3.035], [-2.284, 4.676, 1.094], [-1.360, 3.681, 0.284], [-0.231, 3.220, 1.108], [-2.025, 2.595, -0.402], [-0.623, 4.720, -1.027], [-1.575, 5.212, -1.788], [0.149, 3.880, -1.715], [0.099, 5.679, -0.482], [-3.951, 0.902, 4.742], [-2.900, 0.303, 3.977], [-2.703, -1.022, 4.158], [-3.369, -1.779, 5.089], [-3.105, -3.147, 5.196], [-4.053, -4.175, 6.465], [-2.166, -3.732, 4.408], [-1.453, -2.954, 3.472], [-1.723, -1.583, 3.300], [-1.097, -0.857, 2.399], [-0.397, -3.585, 2.719], [0.446, -2.980, 1.882], [1.374, -3.896, 1.377], [2.453, -3.762, 0.515], [3.165, -4.909, 0.222], [2.815, -6.150, 0.770], [1.746, -6.278, 1.639], [1.041, -5.122, 1.930], [-0.058, -4.882, 2.759], [-4.891, 0.374, 4.579], [-4.056, 1.919, 4.397], [-3.701, 0.901, 5.802], [-4.098, -1.335, 5.753], [-1.966, -4.790, 4.529], [0.354, -1.977, 1.736], [2.726, -2.800, 0.101], [4.018, -4.848, -0.445], [3.399, -7.024, 0.515], [1.477, -7.237, 2.072], [-0.523, -5.574, 3.317], [-0.485, 2.609, -7.129], [0.644, 2.096, -6.267], [1.047, 2.767, -5.118], [2.095, 2.302, -4.332], [2.747, 1.126, -4.668], [3.814, 0.573, -3.905], [4.184, 0.667, -2.588], [5.334, 0.501, -2.238], [3.222, 0.947, -1.596], [1.947, 0.434, -1.388], [1.335, -0.521, -2.199], [0.057, -0.952, -1.890], [-0.573, -0.467, -0.766], [0.025, 0.416, 0.053], [1.244, 0.858, -0.261], [2.378, 0.460, -5.834], [1.344, 0.942, -6.618], [-1.055, 3.382, -6.616], [-1.166, 1.802, -7.404], [-0.099, 3.037, -8.057], [0.543, 3.686, -4.833], [2.424, 2.878, -3.475], [4.550, 0.156, -4.447], [3.678, 1.332, -0.788], [1.858, -0.934, -3.052], [-0.447, -1.674, -2.524], [-1.573, -0.784, -0.501], [1.691, 1.576, 0.415], [2.905, -0.447, -6.123], [1.076, 0.410, -7.526]], "lowdin_charge": [1.50, 0.17, -0.67, 0.18, 0.09, 0.64, -0.43, -0.21, -0.26, 0.60, -0.39, -0.32, -0.70, 0.19, 0.14, 0.18, -0.04, -0.13, -0.22, -0.04, -0.68, 0.78, -0.09, -0.07, -0.27, -0.22, -0.16, 0.21, -0.15, 0.00, -0.06, -0.06, 0.00, -0.16, 0.20, 0.11, 0.07, 0.11, 0.11, 0.10, 0.14, 0.11, 0.11, 0.11, 0.12, 0.17, -0.04, -0.27, -0.03, -0.02, -0.26, 0.14, -0.51, 0.09, 0.14, -0.21, 0.02, -0.03, -0.15, -0.06, -0.07, -0.03, -0.04, 0.08, 0.08, 0.09, 0.11, 0.11, 0.15, 0.15, 0.12, 0.12, 0.11, 0.12, 0.12, 0.12], "max_force_ev_per_a": 1.0, "e_homo_ev": -10.74, "e_tot_ev": -166313.6479, "total_charge": 1}



(3)
{"formula": "C7H15InN2O5", "method": "the ωB97M-V functional and the def2-TZVPD basis", "species": ["In", "O", "C", "O", "O", "H", "C", "C", "O", "N", "C", "H", "H", "H", "H", "H", "H", "H", "C", "C", "O", "N", "C", "H", "H", "H", "H", "H", "H", "H"], "xyz": [[0.699, -0.007, 0.470], [-3.325, 2.412, 0.980], [-2.179, 1.830, 0.732], [-2.064, 0.568, 0.586], [-1.174, 2.527, 0.555], [-4.032, 1.745, 0.989], [3.061, 1.570, -3.124], [2.773, 2.175, -1.793], [1.650, 1.968, -1.248], [3.704, 2.800, -1.090], [5.137, 2.866, -1.443], [3.327, 0.524, -2.978], [3.824, 2.112, -3.680], [2.165, 1.642, -3.737], [3.486, 3.053, -0.135], [5.669, 3.230, -0.575], [5.208, 3.565, -2.278], [5.461, 1.892, -1.804], [-1.992, -3.773, 2.733], [-1.869, -2.545, 1.866], [-0.822, -1.869, 1.889], [-2.909, -2.161, 1.104], [-3.996, -3.057, 0.711], [-2.963, -3.709, 3.224], [-1.189, -3.723, 3.459], [-1.942, -4.673, 2.122], [-2.812, -1.253, 0.662], [-4.636, -2.566, -0.020], [-4.646, -3.178, 1.578], [-3.617, -3.963, 0.245]], "lowdin_charge": [1.41, 0.24, -0.73, 0.03, 0.16, 0.16, 0.04, -0.49, -0.09, 0.09, 0.01, 0.11, 0.10, 0.11, 0.17, 0.10, 0.11, 0.10, 0.06, -0.46, -0.05, 0.08, -0.01, 0.11, 0.10, 0.11, 0.11, 0.10, 0.11, 0.11], "max_force_ev_per_a": 1.8, "e_homo_ev": -16.37, "e_above_lowest_kcal_mol": 3.1, "e_tot_ev": -25873.4699, "total_charge": 2}



(4)
{"formula": "C5H12O2", "method": "the ωB97M-V functional and the def2-TZVPD basis", "species": ["C", "C", "C", "C", "C", "O", "H", "H", "H", "H", "H", "H", "H", "H", "H", "H", "O", "H", "H"], "xyz": [[2.209, 2.248, -0.756], [1.006, 1.298, -0.678], [0.439, 0.996, 0.655], [-0.120, -0.140, 1.068], [-0.945, -0.193, 2.308], [-2.166, -0.910, 2.070], [3.068, 1.691, -0.363], [2.133, 3.139, -0.136], [2.421, 2.534, -1.777], [1.273, 0.440, -1.294], [0.184, 1.794, -1.217], [0.361, 1.822, 1.361], [-0.003, -1.092, 0.563], [-1.146, 0.796, 2.723], [-0.456, -0.774, 3.097], [-2.718, -0.328, 1.544], [-1.706, -4.761, -3.111], [-1.353, -3.971, -3.489], [-2.480, -4.590, -2.569]], "lowdin_charge": [-0.11, -0.27, -0.13, -0.10, -0.27, -0.08, 0.07, 0.07, 0.06, 0.11, 0.11, 0.11, 0.11, 0.11, 0.12, 0.08, -0.05, 0.02, 0.03], "max_force_ev_per_a": 1.5, "e_homo_ev": -9.41, "e_above_lowest_kcal_mol": 38.9, "e_tot_ev": -9473.4502, "total_charge": 0}



(5)
{"formula": "C7H16KN3O2P", "method": "the ωB97M-V functional and the def2-TZVPD basis", "species": ["K", "C", "P", "C", "C", "O", "H", "H", "H", "H", "H", "H", "H", "H", "H", "C", "N", "C", "C", "O", "N", "C", "N", "H", "H", "H", "H", "H", "H", "H"], "xyz": [[-0.645, 2.163, 0.209], [-3.739, 0.374, 3.568], [-2.337, -0.385, 2.720], [-2.976, -1.867, 1.903], [-1.220, -0.980, 4.011], [-1.652, 0.547, 1.755], [-4.199, -0.342, 4.248], [-4.466, 0.698, 2.824], [-3.382, 1.241, 4.124], [-3.435, -2.551, 2.615], [-2.142, -2.359, 1.403], [-3.714, -1.559, 1.162], [-1.724, -1.684, 4.672], [-0.871, -0.120, 4.584], [-0.370, -1.461, 3.531], [3.658, -0.078, -3.995], [2.812, 0.507, -2.975], [3.152, 1.700, -2.226], [1.861, 1.921, -1.443], [1.679, 2.818, -0.636], [0.940, 0.971, -1.789], [1.538, 0.196, -2.698], [0.915, -0.832, -3.279], [4.697, 0.112, -3.737], [3.464, 0.352, -4.980], [3.519, -1.158, -4.039], [3.350, 2.559, -2.872], [4.005, 1.550, -1.564], [-0.051, -0.994, -3.060], [1.334, -1.337, -4.038]], "lowdin_charge": [0.96, -0.17, 0.54, -0.17, -0.17, -0.54, 0.06, 0.06, 0.06, 0.06, 0.06, 0.06, 0.06, 0.06, 0.06, -0.01, -0.09, -0.02, -0.51, -0.06, 0.10, -0.41, 0.22, 0.10, 0.10, 0.09, 0.15, 0.14, 0.12, 0.11], "max_force_ev_per_a": 0.6, "e_homo_ev": -12.30, "e_tot_ev": -41696.7330, "total_charge": 1}



(6)
{"formula": "C6H18O2", "method": "the ωB97M-V functional and the def2-TZVPD basis", "species": ["C", "C", "C", "C", "C", "C", "H", "H", "H", "H", "H", "H", "H", "H", "H", "H", "H", "H", "H", "H", "O", "H", "H", "O", "H", "H"], "xyz": [[1.388, 1.330, -0.851], [0.722, 2.114, 0.254], [0.314, 1.270, 1.477], [-0.365, -0.046, 1.093], [-0.551, -0.818, 2.492], [-1.689, -0.011, 0.441], [2.022, 1.951, -1.507], [2.202, 0.832, -0.302], [0.898, 0.594, -1.448], [-0.217, 2.561, -0.098], [1.351, 2.996, 0.458], [-0.345, 1.853, 2.170], [1.270, 1.159, 2.054], [0.408, -0.687, 0.564], [0.451, -0.864, 2.882], [-0.754, -1.860, 2.152], [-1.201, -0.172, 3.056], [-1.761, 0.550, -0.480], [-2.237, -0.986, 0.392], [-2.442, 0.448, 1.138], [1.285, -2.370, -1.640], [0.421, -1.929, -1.742], [1.026, -3.081, -1.011], [-0.957, -0.837, -2.407], [-1.016, -0.013, -1.918], [-1.512, -0.903, -3.186]], "lowdin_charge": [-0.11, -0.27, -0.21, -0.45, -0.06, -0.11, 0.08, 0.09, 0.03, 0.10, 0.11, 0.12, 0.12, 0.13, 0.06, 0.09, 0.07, 0.05, 0.10, 0.10, -0.09, -0.02, 0.05, -0.05, 0.01, 0.06], "max_force_ev_per_a": 3.8, "e_homo_ev": -10.42, "e_above_lowest_kcal_mol": 20.7, "e_tot_ev": -10608.0489, "total_charge": 0}